1.
{"formula": "C26H51N6OPRu", "method": "ωB97M-V/def2-TZVPD", "charge": 2, "homo_energy_ev": [-12.54, -13.93], "multiplicity": 7, "homo_lumo_gap_ev": [6.949, 5.392], "energy_ev": -50626.02559, "species": ["C", "N", "C", "C", "C", "C", "Ru", "C", "N", "C", "C", "C", "P", "C", "C", "C", "C", "C", "C", "C", "C", "C", "C", "H", "H", "H", "H", "H", "H", "H", "H", "H", "H", "H", "H", "H", "H", "H", "H", "H", "H", "H", "H", "H", "H", "H", "H", "H", "H", "H", "H", "H", "H", "H", "H", "H", "H", "H", "C", "H", "H", "H", "O", "H", "C", "N", "C", "N", "C", "N", "C", "N", "C", "C", "H", "H", "H", "H", "H", "H", "H", "H", "H", "H", "H", "H"], "coordinates": [[-3.474, 0.037, -1.119], [-2.456, 0.988, -0.987], [-2.689, 2.305, -1.195], [-3.932, 2.805, -1.526], [-4.986, 1.869, -1.687], [-4.768, 0.529, -1.501], [-0.605, 0.425, -0.209], [-1.456, 3.168, -1.133], [-0.427, 2.656, -0.172], [-0.772, 3.037, 1.235], [-1.863, 2.161, 1.840], [-3.166, -1.292, -0.864], [-1.496, -1.671, -0.417], [-0.770, -2.743, -1.805], [-1.384, -4.150, -1.866], [-1.613, -2.679, 1.187], [-0.295, -3.389, 1.527], [-1.913, -1.640, 2.284], [-2.775, -3.687, 1.168], [-1.112, -2.012, -3.117], [0.761, -2.833, -1.684], [0.912, 3.248, -0.492], [1.492, 2.815, -1.831], [-4.082, 3.867, -1.680], [-5.977, 2.221, -1.964], [-5.574, -0.188, -1.625], [-3.927, -2.053, -1.010], [-2.116, -2.157, 3.231], [-1.058, -0.973, 2.433], [-2.794, -1.042, 2.023], [-2.840, -4.169, 2.152], [-3.725, -3.180, 0.977], [-2.641, -4.471, 0.421], [-0.364, -3.807, 2.540], [-0.088, -4.217, 0.843], [0.553, -2.698, 1.506], [-1.034, -4.653, -2.777], [-1.087, -4.768, -1.014], [-2.477, -4.109, -1.907], [-2.193, -1.967, -3.276], [-0.727, -0.987, -3.110], [-0.650, -2.551, -3.954], [1.082, -3.335, -0.769], [1.155, -3.402, -2.536], [1.206, -1.835, -1.699], [-0.990, 3.152, -2.122], [-1.710, 4.210, -0.893], [0.146, 2.917, 1.816], [-1.056, 4.100, 1.265], [1.577, 2.921, 0.311], [0.831, 4.346, -0.438], [2.523, 3.176, -1.899], [1.493, 1.724, -1.900], [0.944, 3.222, -2.685], [-1.980, 2.408, 2.901], [-2.827, 2.276, 1.341], [-1.582, 1.092, 1.806], [0.051, 0.162, -1.600], [4.552, 1.096, -4.729], [4.836, 2.028, -5.223], [4.462, 0.308, -5.490], [5.342, 0.820, -4.017], [3.305, 1.353, -4.074], [3.031, 0.539, -3.626], [1.895, -1.065, 2.093], [1.122, 0.153, 1.536], [2.274, 0.602, 0.712], [3.424, 1.143, 1.464], [4.100, -0.023, 2.030], [3.140, -0.740, 2.873], [2.819, 0.122, 4.014], [2.133, 1.317, 3.520], [0.899, 0.878, 2.853], [3.000, 2.033, 2.570], [2.243, -1.768, 1.293], [1.286, -1.589, 2.867], [1.983, 1.140, -0.095], [2.623, -0.183, -0.009], [4.999, 0.281, 2.613], [4.475, -0.693, 1.225], [2.182, -0.425, 4.746], [3.739, 0.404, 4.576], [0.105, 1.543, 3.075], [0.367, 0.192, 3.551], [3.899, 2.410, 3.107], [2.495, 2.944, 2.202]]}

2.
{"formula": "C8H14NP", "method": "ωB97M-V/def2-TZVPD", "charge": 0, "homo_energy_ev": -8.12, "smiles": "CCn1cccc1.C=PC", "homo_lumo_gap_ev": 8.763, "energy_ev": -19300.47041, "species": ["C", "C", "N", "C", "C", "C", "C", "H", "H", "H", "H", "H", "H", "H", "H", "H", "C", "P", "C", "H", "H", "H", "H", "H"], "coordinates": [[-3.266, -1.476, -0.679], [-2.432, -0.278, -1.135], [-1.896, 0.466, -0.026], [-2.336, 1.668, 0.425], [-1.562, 2.050, 1.488], [-0.614, 1.029, 1.693], [-0.850, 0.070, 0.748], [-3.618, -2.032, -1.546], [-4.131, -1.151, -0.102], [-2.666, -2.140, -0.062], [-3.048, 0.397, -1.738], [-1.599, -0.632, -1.754], [-3.159, 2.172, -0.046], [-1.660, 2.956, 2.051], [0.153, 1.006, 2.441], [-0.343, -0.857, 0.563], [5.118, 0.623, 0.268], [3.476, 0.370, 0.286], [3.309, -1.193, -0.712], [5.833, -0.010, -0.231], [5.520, 1.476, 0.791], [2.770, -1.933, -0.121], [4.277, -1.595, -0.998], [2.721, -0.986, -1.605]]}

3.
{"formula": "C40H41Cl2EuN7O2S", "method": "ωB97M-V/def2-TZVPD", "charge": -2, "homo_energy_ev": [-1.09, -1.40], "multiplicity": 8, "homo_lumo_gap_ev": [4.765, 5.079], "energy_ev": -111884.41680, "species": ["Eu", "Cl", "C", "C", "C", "N", "C", "O", "C", "C", "C", "C", "C", "N", "C", "C", "C", "Cl", "N", "C", "O", "C", "C", "C", "C", "C", "N", "H", "H", "H", "H", "H", "H", "H", "H", "H", "H", "C", "C", "C", "C", "C", "H", "H", "H", "H", "H", "C", "C", "C", "C", "C", "C", "C", "C", "N", "H", "H", "H", "H", "H", "H", "C", "C", "C", "C", "N", "C", "S", "N", "C", "C", "C", "C", "H", "H", "H", "H", "H", "H", "H", "H", "H", "H", "H", "H", "H", "H", "H", "H", "H", "H", "H", "H"], "coordinates": [[-0.633, -0.147, 0.234], [4.040, -3.649, 4.807], [2.824, -2.545, 4.197], [2.694, -2.397, 2.825], [1.755, -1.531, 2.252], [1.596, -1.335, 0.869], [2.412, -1.938, 0.016], [3.413, -2.660, 0.210], [2.102, -1.722, -1.466], [2.709, -2.585, -2.380], [2.508, -2.388, -3.730], [1.716, -1.323, -4.140], [1.147, -0.521, -3.167], [1.319, -0.719, -1.858], [0.890, -0.805, 3.136], [1.047, -0.983, 4.516], [2.007, -1.831, 5.042], [2.141, -1.968, 6.782], [0.009, 0.126, 2.576], [-0.853, 0.811, 3.342], [-1.183, 0.629, 4.522], [-1.433, 2.058, 2.675], [-2.072, 2.973, 3.508], [-2.508, 4.171, 2.980], [-2.338, 4.392, 1.623], [-1.724, 3.407, 0.867], [-1.218, 2.283, 1.378], [3.345, -2.956, 2.177], [3.330, -3.377, -1.989], [2.961, -3.052, -4.457], [1.530, -1.119, -5.187], [0.512, 0.315, -3.434], [0.391, -0.450, 5.183], [-2.194, 2.706, 4.547], [-2.992, 4.910, 3.609], [-2.705, 5.288, 1.137], [-1.602, 3.531, -0.200], [-4.103, 0.790, 1.571], [-4.411, 1.846, 0.694], [-3.900, 1.514, -0.573], [-3.249, 0.268, -0.477], [-3.391, -0.188, 0.858], [-4.349, 0.742, 2.625], [-4.921, 2.764, 0.957], [-3.982, 2.112, -1.474], [-3.024, -0.364, -1.331], [-3.177, -1.190, 1.218], [-1.048, -2.562, -0.929], [-2.302, -3.184, -0.732], [-3.356, -3.124, -1.694], [-4.576, -3.712, -1.489], [-4.855, -4.417, -0.306], [-3.845, -4.481, 0.670], [-2.627, -3.889, 0.470], [-6.110, -5.063, -0.117], [-7.122, -5.601, 0.035], [-0.797, -2.407, -1.980], [-0.237, -3.035, -0.373], [-3.174, -2.588, -2.620], [-5.345, -3.642, -2.250], [-4.042, -5.010, 1.596], [-1.869, -3.952, 1.244], [3.529, 1.432, 2.914], [2.266, 2.278, 2.789], [2.552, 3.728, 2.389], [3.040, 3.872, 0.951], [1.949, 3.649, 0.017], [1.826, 2.721, -0.944], [0.312, 2.363, -1.589], [2.920, 2.058, -1.379], [4.272, 2.584, -1.501], [5.346, 1.801, -0.736], [6.025, 0.727, -1.585], [5.059, -0.333, -2.102], [3.301, 0.454, 3.341], [4.272, 1.919, 3.554], [3.991, 1.244, 1.943], [1.729, 2.270, 3.740], [1.590, 1.817, 2.063], [3.325, 4.145, 3.043], [1.657, 4.345, 2.524], [3.836, 3.154, 0.761], [3.455, 4.872, 0.789], [1.049, 4.016, 0.297], [2.665, 1.288, -1.981], [4.252, 3.629, -1.197], [4.527, 2.582, -2.566], [4.884, 1.328, 0.134], [6.100, 2.500, -0.363], [6.805, 0.246, -0.989], [6.533, 1.212, -2.426], [4.485, -0.782, -1.290], [5.587, -1.146, -2.601], [4.353, 0.078, -2.830]]}

4.
{"formula": "C10H25AlNO6", "method": "ωB97M-V/def2-TZVPD", "charge": -1, "homo_energy_ev": -3.93, "homo_lumo_gap_ev": 6.229, "energy_ev": -31148.93733, "species": ["C", "C", "N", "Al", "H", "H", "H", "H", "H", "H", "H", "H", "H", "C", "C", "O", "C", "O", "O", "C", "H", "H", "H", "H", "H", "H", "H", "H", "C", "C", "O", "C", "O", "O", "C", "H", "H", "H", "H", "H", "H", "H", "H"], "coordinates": [[-0.248, 7.142, -1.965], [0.690, 5.926, -1.787], [0.136, 4.770, -1.097], [-0.251, 4.979, 0.759], [-1.164, 7.017, -1.395], [0.229, 8.060, -1.622], [-0.509, 7.278, -3.016], [1.573, 6.240, -1.228], [1.045, 5.626, -2.781], [-0.624, 4.371, -1.637], [-1.675, 4.321, 1.149], [-0.253, 6.537, 1.220], [0.944, 4.248, 1.598], [1.126, 1.223, -0.299], [2.581, 0.925, -0.024], [2.791, 0.459, 1.326], [2.535, -0.819, 1.540], [2.197, -1.640, 0.721], [2.731, -1.074, 2.841], [2.450, -2.417, 3.225], [0.739, 1.928, 0.436], [1.010, 1.667, -1.286], [0.523, 0.314, -0.249], [3.171, 1.836, -0.104], [2.986, 0.193, -0.724], [2.992, -3.125, 2.601], [1.380, -2.614, 3.163], [2.776, -2.515, 4.257], [-0.348, -3.134, -0.522], [-0.401, -4.590, -0.928], [-1.292, -5.348, -0.087], [-2.581, -5.268, -0.399], [-3.060, -4.680, -1.334], [-3.271, -5.975, 0.506], [-4.685, -5.948, 0.314], [-0.096, -3.042, 0.532], [0.409, -2.606, -1.099], [-1.310, -2.647, -0.685], [0.574, -5.055, -0.794], [-0.692, -4.709, -1.971], [-4.947, -6.244, -0.699], [-5.077, -4.954, 0.522], [-5.103, -6.659, 1.022]]}